Entry 1:
Entry from the OMol25 dataset: a molecular structure, C5H11AlFO8P at a distorted geometry (the ωB97M-V functional and the def2-TZVPD basis).

Geometry as XYZ:
```
27
Properties=species:S:1:pos:R:3:forces:R:3:lowdin_charge:R:1
Al 1.56680 0.78863 -1.04853 1.63 -0.37 -3.60 0.522
P 0.38669 0.89016 -3.26405 3.28 -1.52 -3.72 0.101
O 0.32673 -0.54405 -2.58719 3.22 -0.77 -2.87 -0.418
O -0.07758 1.87675 -2.15792 0.68 1.62 2.13 -0.369
O -0.20583 0.95091 -4.74075 0.76 0.42 3.57 -0.451
O 1.94987 1.10645 -3.09724 -1.04 0.36 0.41 -0.376
C 2.11502 -0.00011 2.03315 0.00 1.25 0.20 -0.242
O 1.48397 0.33752 0.83545 3.21 0.79 0.91 -0.260
H 2.76769 0.75967 2.46309 0.80 0.14 -0.38 0.070
H 1.37804 -0.04206 2.83515 -0.35 0.15 0.39 0.030
H 2.54270 -0.98582 2.21639 0.66 -0.38 -1.12 0.077
F 3.72127 1.02607 -1.54567 -1.55 -0.35 2.48 -0.518
C -1.19092 -1.10002 3.37619 0.00 1.02 -0.17 -0.064
C -0.62821 -0.59063 2.05501 0.15 -0.50 -1.24 -0.194
O -1.61722 -0.32496 0.98586 -0.82 -0.85 1.55 0.060
C -1.14984 -0.28466 -0.24772 0.80 2.54 -3.66 -0.419
O 0.03472 -0.19027 -0.57090 -5.49 -1.25 3.18 0.015
O -2.21515 -0.11650 -1.14325 1.78 -0.90 2.03 0.024
C -1.83713 0.15185 -2.51199 -4.39 1.13 -2.00 -0.171
H -2.03306 -0.48903 3.70113 -0.82 -0.66 -0.37 0.071
H -0.53327 -0.84444 4.20702 0.79 -0.18 -0.29 0.062
H -1.27413 -2.18664 3.35532 -0.77 0.19 0.18 0.071
H -0.04784 -1.39486 1.60282 0.46 0.17 0.31 0.130
H 0.04196 0.26652 2.12033 -1.20 -0.11 -0.07 0.084
H -2.66494 0.24074 -3.21550 -1.96 -1.46 0.57 0.073
H -1.11944 -0.52396 -2.97709 -0.83 -0.05 0.65 0.031
H -1.72099 1.22268 -2.67912 1.00 -0.43 0.91 0.062
```
Forces are in eV/Å.

Computed properties:
HOMO level   0.1 eV
Largest force on an atom   6.47 eV/Å
Relative energy (zero: lowest compared OMol25 entry of this formula, charge and spin)   318.4 kJ/mol
Multiplicity   1
Charge   -2

=====

Entry 2:
Entry from the OMol25 dataset: a single C3H6N2 molecule at a distorted geometry (the ωB97M-V functional and the def2-TZVPD basis).

Geometry as XYZ:
```
11
Properties=species:S:1:pos:R:3:forces:R:3:lowdin_charge:R:1
C 1.18111 -0.12048 0.15915 6.07 3.02 4.83 -0.443
C -1.14152 -0.68768 0.09569 4.69 3.29 1.06 -0.106
C -0.93442 0.81510 -0.09413 -2.02 -4.43 -4.05 -0.069
H 2.81467 -0.21797 -1.13180 -1.44 1.00 3.84 0.119
H 0.85170 0.24684 1.26799 0.97 -1.31 -1.90 0.142
H -0.94986 -1.12029 1.04553 0.00 -0.40 0.60 0.091
H -1.91979 -0.93886 -0.46242 -2.68 -2.30 -2.39 0.041
H -0.90267 1.31727 0.83818 0.67 1.26 0.07 0.082
H -1.66000 0.88448 -1.05009 1.92 1.69 2.59 0.157
N 2.50240 0.04829 -0.00025 -2.97 -2.20 -3.70 0.032
N 0.15837 -0.22670 -0.66785 -5.20 0.38 -0.95 -0.045
```
Forces are in eV/Å.

Computed properties:
HOMO level   -10.0 eV
Largest force on an atom   8.32 eV/Å
Relative energy (zero: lowest compared OMol25 entry of this formula, charge and spin)   451.8 kJ/mol
Multiplicity   1
SMILES   [H]/N=C\N1CC1

=====

Entry 3:
Entry from the OMol25 dataset: a molecular structure, C32H48BClF7N5O8P2S2Sn at a distorted geometry (the ωB97M-V functional and the def2-TZVPD basis).

Geometry as XYZ:
```
107
Properties=species:S:1:pos:R:3:forces:R:3:lowdin_charge:R:1
Sn 1.11385 -0.52624 0.88925 -0.30 -1.24 0.16 0.787
C 6.11968 -0.41059 2.59733 -1.49 1.26 1.67 -0.098
C 4.86916 -1.23976 2.31483 0.21 -1.07 -1.21 -0.651
C 4.94615 -2.60583 3.03441 -0.44 1.10 1.52 -0.076
C 4.86056 -1.69332 0.81020 -0.22 1.48 -0.08 -0.097
P 3.30358 -0.25293 2.63546 0.03 -0.33 0.41 1.041
C 3.80168 1.46083 2.12024 0.07 -0.23 -0.78 -0.297
N 2.62387 2.18991 1.67023 0.97 -0.03 1.23 -0.048
B 1.35752 1.59539 1.32040 0.30 1.83 -0.18 -0.823
N 0.48617 2.74690 1.26628 -1.16 0.20 0.52 -0.043
C -0.94202 2.82892 0.98954 -1.45 -0.24 1.51 -0.313
P -1.30998 1.91210 -0.55015 1.37 0.47 -0.87 1.083
C -1.10397 3.27830 -1.85944 1.15 -1.25 1.10 -0.667
C 0.23097 4.03248 -1.53545 -0.31 -0.18 0.63 -0.094
C -2.25194 4.28266 -1.93414 0.73 0.42 -0.43 -0.095
C -0.77876 2.44893 -3.13363 -1.52 0.72 0.05 -0.111
C -3.04278 1.46516 -0.41875 -2.81 -0.26 -0.43 -0.708
C -3.61331 0.92683 -1.79410 1.78 -0.99 1.39 -0.075
C -3.06122 0.27925 0.55971 0.66 1.25 0.37 -0.134
C -4.00498 2.60760 0.08611 -2.02 -1.34 -0.36 -0.092
C 1.14508 3.88560 1.64878 0.58 1.70 0.64 -0.169
C 0.68278 5.23896 1.78397 1.81 -0.81 -0.60 -0.022
C 1.64735 6.25115 1.94710 0.89 -2.23 0.67 -0.108
C 3.00872 5.95089 2.14574 -1.79 -2.51 -0.93 -0.105
C 3.44929 4.60387 2.06513 -0.03 -0.41 0.56 -0.018
C 2.52696 3.55461 1.88717 -1.45 1.64 -0.77 -0.170
C 3.00973 -0.12805 4.47939 -0.46 -0.23 0.83 -0.652
C 4.28664 0.00468 5.38348 -1.34 0.45 0.28 -0.095
C 2.03620 1.06861 4.80765 1.23 -0.71 0.82 -0.093
C 2.29236 -1.42792 4.94963 -0.81 0.40 -0.81 -0.115
H 6.99380 -0.81141 2.17185 1.15 -0.89 -0.37 0.063
H 6.18593 -0.32288 3.70899 0.54 -0.04 -0.92 0.072
H 6.03937 0.61598 2.21972 0.08 -0.25 0.01 0.058
H 5.94209 -2.99457 2.99834 0.88 -0.10 -0.31 0.076
H 4.29800 -3.30622 2.56608 -0.80 -0.61 -0.22 0.052
H 4.70388 -2.55450 4.11480 0.07 -0.02 -0.61 0.062
H 5.80326 -2.18715 0.61137 0.20 -0.48 0.09 0.075
H 4.90909 -0.80576 0.13103 -0.48 -0.51 0.29 0.082
H 4.01754 -2.37108 0.57874 0.39 0.41 0.05 0.066
H 4.42829 1.28099 1.24170 0.34 0.16 0.12 0.085
H 4.38620 2.02267 2.86950 -0.34 -0.20 -0.22 0.101
H -1.25283 3.89076 1.01616 0.17 -0.51 -0.43 0.077
H -1.62284 2.36652 1.80404 1.46 0.41 -0.88 0.107
H 0.07103 4.77075 -0.71407 0.22 -0.45 -0.64 0.064
H 0.46552 4.59216 -2.47442 0.36 -0.43 0.80 0.086
H 1.04634 3.31347 -1.17080 -0.96 1.09 -0.95 0.105
H -2.59162 4.73834 -0.98898 0.50 -0.43 -0.11 0.078
H -3.13836 3.93071 -2.44554 -0.05 -0.21 -0.24 0.065
H -1.79216 5.07956 -2.51370 -0.47 0.55 -0.34 0.072
H -0.10410 1.63642 -2.89395 0.21 -0.03 0.00 0.062
H -0.35292 3.07898 -3.91552 -0.01 0.02 -0.10 0.074
H -1.72051 2.01928 -3.49382 0.30 -0.13 -0.28 0.068
H -2.83505 0.24085 -2.20088 -0.56 0.42 -0.06 0.078
H -3.72976 1.75629 -2.46326 -0.60 0.08 -0.57 0.051
H -4.49141 0.27295 -1.60218 0.23 0.90 -0.33 0.095
H -2.29948 -0.45482 0.36772 0.45 -0.28 -0.30 0.047
H -3.99582 -0.20889 0.47499 -1.16 -0.45 0.28 0.067
H -2.86515 0.66330 1.56290 -0.29 -0.38 0.16 0.046
H -4.28983 3.28726 -0.74596 0.50 -0.24 0.80 0.058
H -3.56575 3.08738 0.92990 0.37 0.89 0.48 0.037
H -5.05413 2.26347 0.50509 2.00 -0.03 -0.90 0.115
H -0.31834 5.56462 1.58955 -0.49 -0.24 0.05 0.085
H 1.36281 7.25498 1.99961 -0.60 1.39 -0.02 0.069
H 3.68755 6.72908 2.21406 1.34 1.30 0.32 0.059
H 4.50678 4.33543 2.19567 -0.37 0.33 -0.11 0.099
H 4.77151 0.95813 5.16749 -0.02 0.22 0.51 0.070
H 5.04145 -0.74633 5.22849 -0.02 -0.55 -0.10 0.037
H 3.91349 -0.09668 6.45930 0.67 0.48 -1.30 0.104
H 2.38170 2.03562 4.46216 0.06 0.20 -0.33 0.067
H 2.09993 1.10438 5.90570 -0.26 0.18 -0.10 0.075
H 1.00402 0.88959 4.54297 -0.02 -0.09 -0.36 0.007
H 3.03438 -2.21196 4.97331 -0.18 -0.47 0.07 0.048
H 1.46248 -1.70003 4.22800 0.92 0.11 1.04 0.039
H 1.88927 -1.27674 5.97964 0.19 -0.06 -0.72 0.091
Cl -0.39036 -0.37999 2.89646 -0.29 -0.22 -0.20 -0.012
F 1.15376 -6.13584 -3.72078 0.91 -0.08 -1.51 0.104
C 0.54647 -6.24315 -2.56991 -1.27 0.55 1.44 -0.214
C 0.70646 -5.30598 -1.61052 0.74 -0.36 0.73 0.084
N 0.03741 -5.37310 -0.39744 2.83 3.29 -0.90 0.025
C 0.36160 -4.37590 0.65032 -1.29 -0.06 0.27 -0.056
C 1.78164 -4.28136 1.15498 0.75 -0.48 -0.19 -0.765
O 2.71611 -4.74747 0.47962 0.23 -0.33 -0.83 -0.043
O 1.87873 -3.68684 2.23151 -0.05 0.97 1.12 -0.069
C -0.72847 -6.36431 -0.06361 -1.77 -1.89 2.38 -0.540
O -1.20040 -6.46908 1.07244 -0.28 -0.74 -0.75 0.039
N -0.93368 -7.27312 -1.05136 0.10 -1.09 -1.51 0.211
C -0.41834 -7.31580 -2.37674 -0.01 0.87 1.69 -0.393
O -0.78472 -8.19369 -3.10963 0.15 -0.56 -0.88 0.085
H 1.52798 -4.56981 -1.60323 -0.72 -0.26 -0.34 0.153
H -0.30418 -4.53539 1.51308 0.38 -0.20 -0.60 0.132
H 0.08695 -3.40484 0.27605 -0.02 0.53 -0.36 0.068
H -1.35217 -8.15394 -0.81417 -0.50 0.06 0.33 0.155
F -4.08109 -3.49042 -4.71908 -0.44 0.23 0.11 0.096
C -4.41991 -2.23377 -4.33964 0.04 -1.76 0.07 -0.632
F -3.39589 -1.83012 -3.57580 -0.76 0.36 0.20 0.114
F -5.58898 -2.33591 -3.63289 1.59 0.47 -0.24 0.092
S -4.58868 -1.18739 -5.83053 -0.16 1.34 1.21 0.545
O -4.56652 0.14266 -5.27368 0.55 0.22 -0.12 -0.313
O -3.55402 -1.57081 -6.74111 -0.02 -0.17 -0.11 -0.277
N -6.05369 -1.62477 -6.12460 -0.76 -0.06 -2.28 -0.312
S -6.77399 -1.13047 -7.48568 0.79 -1.21 0.15 0.623
O -7.27681 -2.23375 -8.27790 0.25 0.40 0.44 -0.313
O -6.12356 -0.05736 -8.22260 -0.75 -0.58 1.07 -0.301
C -8.30737 -0.55162 -6.64645 1.29 0.71 -1.00 -0.754
F -8.79981 -1.41061 -5.79800 -0.35 -0.71 0.66 0.167
F -8.09268 0.60454 -6.03905 0.04 0.55 0.61 0.139
F -9.17676 -0.34043 -7.61223 -1.34 0.25 -0.78 0.128
```
Forces are in eV/Å.

Computed properties:
HOMO level   -4.0 eV
Largest force on an atom   4.43 eV/Å
Relative energy (zero: lowest compared OMol25 entry of this formula, charge and spin)   14.7 kJ/mol
Multiplicity   1
Charge   -2

=====

Entry 4:
Entry from the OMol25 dataset: a molecular structure, C20H13BrF6N2O6PS4V (the ωB97M-V functional and the def2-TZVPD basis).

Geometry as XYZ:
```
54
Properties=species:S:1:pos:R:3:forces:R:3:lowdin_charge:R:1
V -1.69551 -0.31942 0.91522 -0.20 0.00 -0.15 0.736
Br 0.10437 2.16276 -0.72672 0.01 0.00 0.01 0.936
C -0.82697 0.92304 -1.77901 -0.01 -0.02 0.01 -0.682
C -0.84722 1.02710 -3.15985 -0.02 -0.01 -0.03 -0.073
C -1.61433 0.12037 -3.87144 0.00 0.00 0.01 -0.008
C -2.34858 -0.84667 -3.19678 0.02 0.02 -0.01 0.032
C -2.25600 -0.88253 -1.82658 0.04 0.02 0.02 -0.209
N -1.49239 -0.02251 -1.13270 -0.05 -0.05 0.01 -0.023
C -3.04120 -1.84340 -0.97105 -0.01 -0.04 0.10 -0.555
O -3.80160 -2.63867 -1.43945 0.01 -0.01 0.02 0.146
O -2.81511 -1.66379 0.33222 0.07 0.06 -0.09 -0.155
H -0.28206 1.80705 -3.64736 0.00 0.00 0.00 0.114
H -1.65070 0.17977 -4.95112 0.00 0.00 0.00 0.121
H -2.98193 -1.56385 -3.69764 0.00 0.00 0.00 0.134
S 0.03357 -3.19640 -1.24413 0.00 0.01 0.00 0.341
P 1.19338 -2.19590 -0.04620 0.00 0.01 0.03 0.178
S 0.29666 -1.22559 1.57938 0.06 0.02 0.05 0.399
C 2.46557 -3.22255 0.75013 -0.01 0.02 0.01 -0.378
C 2.89971 -4.35780 0.07244 -0.01 -0.01 -0.01 -0.100
C 3.91774 -5.13594 0.60212 0.00 0.00 -0.01 -0.075
C 4.50306 -4.78773 1.81040 0.00 0.00 0.00 -0.080
C 4.06682 -3.66109 2.49302 0.00 0.00 0.00 -0.077
C 3.05089 -2.87857 1.96637 0.00 0.00 -0.01 -0.117
C 2.14282 -0.88479 -0.88105 0.00 0.00 -0.01 -0.394
C 2.05375 -0.73953 -2.25883 0.00 0.00 0.00 -0.123
C 2.78545 0.25169 -2.90166 0.00 0.00 0.00 -0.086
C 3.61290 1.08945 -2.17072 0.00 0.00 0.00 -0.085
C 3.71335 0.93776 -0.79231 -0.01 0.00 0.00 -0.086
C 2.97926 -0.04324 -0.14912 0.01 0.01 0.00 -0.115
H 2.42465 -4.63376 -0.86030 0.00 0.00 0.00 0.075
H 4.24759 -6.01992 0.07235 0.00 0.00 0.00 0.106
H 5.29372 -5.39899 2.22582 0.00 0.00 0.00 0.104
H 4.51253 -3.39373 3.44217 0.00 0.00 0.00 0.105
H 2.70573 -2.01252 2.51557 0.00 0.00 0.00 0.066
H 1.40855 -1.40698 -2.81758 0.00 0.00 0.00 0.070
H 2.71390 0.36110 -3.97663 0.00 0.00 0.00 0.106
H 4.18404 1.86011 -2.67224 0.00 0.00 0.00 0.106
H 4.35970 1.58966 -0.21928 0.00 0.00 0.00 0.108
H 3.04829 -0.14584 0.92673 0.00 0.00 0.00 0.095
F -4.36584 0.50585 3.26168 -0.02 0.09 -0.03 0.160
C -4.10452 1.80187 3.10950 -0.03 -0.09 0.02 -0.678
F -5.14937 2.41227 2.57681 0.01 -0.01 0.03 0.172
F -3.81431 2.33639 4.28503 -0.01 0.01 -0.02 0.171
S -2.65928 1.97534 1.97640 0.08 0.02 -0.01 0.622
O -3.08538 1.32157 0.72514 0.05 0.09 0.05 -0.337
O -1.63548 1.09231 2.56324 0.06 -0.08 0.02 -0.365
N -2.21453 3.41821 1.95742 -0.06 -0.06 -0.01 -0.261
S -2.71759 4.58611 0.95233 0.00 0.01 0.00 0.609
O -3.83326 4.18173 0.16020 -0.01 0.00 0.01 -0.253
O -1.58417 5.21822 0.36978 0.03 0.00 -0.02 -0.264
C -3.35477 5.77093 2.21243 -0.02 0.01 -0.01 -0.689
F -3.80911 6.84717 1.58105 0.00 0.00 0.01 0.156
F -2.38819 6.12534 3.04920 0.00 0.00 0.00 0.155
F -4.34858 5.21855 2.90557 0.01 -0.02 0.00 0.142
```
Forces are in eV/Å.

Computed properties:
Expectation value of S²   2.02
HOMO level (spin up / spin down)   -8.9 / -8.9 eV
Largest force on an atom   0.25 eV/Å
Relative energy (zero: lowest compared OMol25 entry of this formula, charge and spin)   0.0 kJ/mol
Multiplicity   3

=====

Question: What is the largest force on an atom in the second record?
Answer: 8.32 eV/Å

=====

Question: Among the records above, which one has the highest relative energy (zero: lowest compared OMol25 entry of this formula, charge and spin)?
Answer: C3H6N2

=====

What did the first record say?
Entry from the OMol25 dataset: a molecular structure, C5H11AlFO8P at a distorted geometry (the ωB97M-V functional and the def2-TZVPD basis).

Geometry as XYZ:
```
27
Properties=species:S:1:pos:R:3:forces:R:3:lowdin_charge:R:1
Al 1.56680 0.78863 -1.04853 1.63 -0.37 -3.60 0.522
P 0.38669 0.89016 -3.26405 3.28 -1.52 -3.72 0.101
O 0.32673 -0.54405 -2.58719 3.22 -0.77 -2.87 -0.418
O -0.07758 1.87675 -2.15792 0.68 1.62 2.13 -0.369
O -0.20583 0.95091 -4.74075 0.76 0.42 3.57 -0.451
O 1.94987 1.10645 -3.09724 -1.04 0.36 0.41 -0.376
C 2.11502 -0.00011 2.03315 0.00 1.25 0.20 -0.242
O 1.48397 0.33752 0.83545 3.21 0.79 0.91 -0.260
H 2.76769 0.75967 2.46309 0.80 0.14 -0.38 0.070
H 1.37804 -0.04206 2.83515 -0.35 0.15 0.39 0.030
H 2.54270 -0.98582 2.21639 0.66 -0.38 -1.12 0.077
F 3.72127 1.02607 -1.54567 -1.55 -0.35 2.48 -0.518
C -1.19092 -1.10002 3.37619 0.00 1.02 -0.17 -0.064
C -0.62821 -0.59063 2.05501 0.15 -0.50 -1.24 -0.194
O -1.61722 -0.32496 0.98586 -0.82 -0.85 1.55 0.060
C -1.14984 -0.28466 -0.24772 0.80 2.54 -3.66 -0.419
O 0.03472 -0.19027 -0.57090 -5.49 -1.25 3.18 0.015
O -2.21515 -0.11650 -1.14325 1.78 -0.90 2.03 0.024
C -1.83713 0.15185 -2.51199 -4.39 1.13 -2.00 -0.171
H -2.03306 -0.48903 3.70113 -0.82 -0.66 -0.37 0.071
H -0.53327 -0.84444 4.20702 0.79 -0.18 -0.29 0.062
H -1.27413 -2.18664 3.35532 -0.77 0.19 0.18 0.071
H -0.04784 -1.39486 1.60282 0.46 0.17 0.31 0.130
H 0.04196 0.26652 2.12033 -1.20 -0.11 -0.07 0.084
H -2.66494 0.24074 -3.21550 -1.96 -1.46 0.57 0.073
H -1.11944 -0.52396 -2.97709 -0.83 -0.05 0.65 0.031
H -1.72099 1.22268 -2.67912 1.00 -0.43 0.91 0.062
```
Forces are in eV/Å.

Computed properties:
HOMO level   0.1 eV
Largest force on an atom   6.47 eV/Å
Relative energy (zero: lowest compared OMol25 entry of this formula, charge and spin)   318.4 kJ/mol
Multiplicity   1
Charge   -2